7
Properties=species:S:1:pos:R:3:forces:R:3 method="wB97M-V/def2-TZVPD" spin_multiplicity=3 e_above_lowest_kj_mol=487.5 e_homo_ev="-6.42 / -11.40" gap_ha="0.26968 / 0.31682" s_squared=2.009
C 1.133699 -0.030555 0.418781 -1.3 7.1 -1.0
C -0.455083 0.777891 0.687146 3.5 -1.6 -2.3
O 1.189452 -1.175707 0.687995 0.4 -5.2 1.2
O -0.398817 2.094474 0.582819 0.4 2.0 1.7
O -0.887037 1.268647 -0.491054 -1.0 -0.3 -2.1
H 1.825928 0.740937 -0.058381 -1.0 -1.1 0.7
H -1.121919 0.172060 1.195640 -1.0 -0.9 1.8